(1)
# C22H23N5PtS

C22H23N5PtS as an isolated structure in a non-equilibrium geometry (the ωB97M-V functional and the def2-TZVPD basis, the OMol25 dataset).

```
52
C22H23N5PtS the ωB97M-V functional and the def2-TZVPD basis
Pt -0.25152 -1.33683 0.25461
C -2.22720 -2.95424 2.02111
N -1.95212 -2.70546 0.60749
C -3.10775 -2.11426 -0.06785
C -1.61446 -3.97571 -0.06603
C -0.81662 -3.69560 -1.31080
C -0.89770 -4.48876 -2.44457
C -0.09739 -4.22473 -3.54338
C 0.78811 -3.16492 -3.50051
C 0.85795 -2.36224 -2.37394
C 0.06545 -2.60875 -1.26127
H -3.03938 -3.68616 2.15071
H -2.50701 -2.03199 2.52491
H -1.32897 -3.34493 2.50056
H -4.00243 -2.74213 0.04803
H -2.88255 -2.00720 -1.13097
H -3.32283 -1.12419 0.33504
H -2.53049 -4.54351 -0.27686
H -0.99668 -4.58071 0.60832
H -1.59615 -5.31528 -2.47313
H -0.15766 -4.84678 -4.42435
H 1.41912 -2.94972 -4.34934
H 1.55931 -1.53739 -2.36299
S 1.73804 -0.31249 -0.08456
C 1.17318 1.33255 0.36563
N 1.76110 2.41376 -0.08937
N 2.80783 2.31252 -0.88837
C 3.28672 3.39854 -1.56718
C 2.70544 4.65892 -1.36795
C 3.13253 5.73821 -2.11100
C 4.14518 5.58774 -3.05080
C 4.75119 4.35004 -3.21897
C 4.33339 3.25804 -2.48596
N 0.17992 1.44977 1.19358
N -0.65274 0.46632 1.47075
C -1.31634 0.69457 2.66034
C -2.66346 0.35002 2.82085
C -3.32989 0.65327 3.99026
C -2.68592 1.33400 5.01177
C -1.35453 1.69454 4.85941
C -0.67377 1.37162 3.71029
H 3.19623 1.38319 -1.07799
H 1.91703 4.74332 -0.63795
H 2.67669 6.70560 -1.96480
H 4.46084 6.42656 -3.65170
H 5.55543 4.23500 -3.93089
H 4.79453 2.28927 -2.62467
H -3.20898 -0.06242 1.98289
H -4.37044 0.37759 4.09503
H -3.22940 1.59805 5.90628
H -0.85145 2.24821 5.63602
H 0.36058 1.64513 3.58426
```

Computed properties:
electronic energy	-1643.36374	a.u.
maximum force	4.36	eV/A
Kohn-Sham gap (alpha / beta)	6.1 / 6.0	eV
relative energy (zero: lowest compared OMol25 entry of this formula, charge and spin)	0.797	eV



(2)
# C22H24AsN6SSeZn

C22H24AsN6SSeZn as an isolated structure in a non-equilibrium geometry (the ωB97M-V functional and the def2-TZVPD basis, the OMol25 dataset).

```
56
C22H24AsN6SSeZn the ωB97M-V functional and the def2-TZVPD basis
Zn 8.29609 9.59833 13.82900
N 11.01140 9.57544 17.21408
C 9.98741 9.45862 16.28249
S 10.28467 10.42867 14.84161
N 8.93832 8.70186 16.62511
N 8.12555 8.41757 15.54678
C 7.19600 7.51540 15.57992
C 6.96037 6.66338 16.73160
C 7.92334 5.71330 17.01847
C 7.91443 5.04884 18.23431
C 6.84479 5.27848 19.12318
C 5.85863 6.20494 18.81507
C 6.02820 6.98289 17.67845
C 6.50112 7.24247 14.29291
C 5.85860 6.02771 14.00548
C 5.32682 5.85050 12.74159
C 5.43074 6.89290 11.82126
C 6.04470 8.05556 12.19105
N 6.59456 8.23911 13.39391
H 11.86625 10.07473 16.96314
H 11.06264 8.82597 17.92055
H 8.69318 5.42038 16.32790
H 8.76735 4.46440 18.52063
H 6.85150 4.81994 20.10158
H 5.09348 6.20120 19.53384
H 5.45678 7.88492 17.54043
H 5.70323 5.22178 14.70433
H 4.83547 4.82552 12.52568
H 5.05192 6.75394 10.77252
H 6.11984 8.95154 11.55037
C 7.80814 13.34259 14.69502
As 6.89052 11.74957 14.10966
C 5.73642 12.61343 12.61494
C 5.63460 11.55764 15.55286
H 7.11285 14.19211 14.95378
H 8.51181 13.57824 13.76691
H 8.43472 13.17188 15.54899
H 6.13801 13.61488 12.39923
H 4.72819 12.78635 13.05360
H 5.56456 12.04861 11.73299
H 4.60550 11.32710 15.21865
H 5.84380 12.42452 16.13655
H 6.02943 10.73650 16.17373
Se 9.16711 10.52708 10.54137
N 8.74209 9.28361 11.77141
C 8.87687 8.10064 11.18898
C 8.88724 6.89088 11.86398
C 9.25676 5.74314 11.28920
C 9.46562 5.71687 9.86098
C 9.43312 6.84942 9.12348
C 9.16795 8.13052 9.79974
N 9.34699 9.31105 9.29550
H 8.38345 6.88246 12.81116
H 9.26748 4.79975 11.81209
H 9.90340 4.81232 9.39927
H 9.56256 6.85471 8.04641
```

Computed properties:
electronic energy	-7995.76745	a.u.
net charge	+1
maximum force	2.60	eV/A
Kohn-Sham gap	6.8	eV



(3)
# C22H24BBrIN3O4S2

A 2-piece molecular cluster, C22H24BBrIN3O4S2 overall in a non-equilibrium geometry (the ωB97M-V functional and the def2-TZVPD basis, the OMol25 dataset).

```
58
C22H24BBrIN3O4S2 the ωB97M-V functional and the def2-TZVPD basis
C 4.57205 -2.56775 -0.84357
O 5.44189 -1.76266 -1.69633
B 4.85523 -0.45899 -1.96408
O 4.28626 -0.24892 -3.26478
C 4.93496 0.67525 -0.79298
N 6.01920 1.62976 -1.04507
C 5.94755 2.53305 0.09810
Br 7.22247 4.02219 0.23410
C 4.80110 2.05227 1.00600
I 4.28482 3.00230 2.87860
N 4.14987 0.88469 0.40032
C 2.97861 0.06114 0.83217
C 1.75129 0.89235 1.44653
C 0.30672 0.45952 0.89944
S 0.07487 -1.36738 0.67776
C -0.93171 -1.73014 -0.82561
S -0.69161 -3.23290 -1.56582
N -1.94814 -0.84056 -1.43059
C -2.92091 -0.34740 -0.42697
C -4.09874 -1.32859 -0.05758
C -5.19135 -1.01497 1.00564
C -5.13067 0.34536 1.77344
C -3.98173 1.32872 1.39455
C -2.86993 1.01211 0.32241
C -1.35995 0.23264 -2.24374
C -2.23164 1.39754 -2.86796
C -1.66098 2.53003 -3.75668
C -0.12442 2.58740 -4.11111
C 0.76302 1.46754 -3.50095
C 0.17720 0.30364 -2.60860
H 4.72137 -2.30786 0.26389
H 3.49040 -2.38966 -1.19588
H 4.77539 -3.69172 -0.95768
H 3.47148 -0.80206 -3.34581
H 6.66569 1.65028 -1.84726
H 3.38648 -0.70144 1.60483
H 2.65154 -0.55796 -0.07320
H 1.89178 2.01587 1.19392
H 1.80093 0.82515 2.58760
H -0.46077 0.79300 1.70333
H 0.08144 1.09710 -0.02302
H -4.18212 -2.35525 -0.57868
H -6.00386 -1.77609 1.24453
H -5.89350 0.62180 2.59316
H -3.96754 2.33484 1.96138
H -2.03568 1.76502 0.10305
H -3.36462 1.42900 -2.65372
H -2.31472 3.37571 -4.18320
H 0.34158 3.39132 -4.77933
H 1.88419 1.47701 -3.74260
H 0.93094 -0.47283 -2.25248
C -5.47636 -3.22283 4.74008
C -5.13060 -1.75933 4.47951
O -6.11495 -0.98712 4.33584
O -3.90108 -1.50457 4.44000
H -6.55795 -3.37807 4.76234
H -5.05280 -3.85024 3.95094
H -5.06198 -3.53631 5.70183
```

Computed properties:
electronic energy	-5010.39115	a.u.
maximum force	6.85	eV/A
Kohn-Sham gap	3.6	eV



(4)
# C22H24BiN5S3

C22H24BiN5S3 as an isolated structure (the ωB97M-V functional and the def2-TZVPD basis, the OMol25 dataset).

```
55
C22H24BiN5S3 the ωB97M-V functional and the def2-TZVPD basis
Bi -0.35321 0.52381 0.06369
C 1.88186 -2.60555 2.06833
C 0.46669 -3.15591 1.80995
N -0.04972 -2.75192 0.50998
C 0.33459 -3.55502 -0.63571
C 1.78498 -3.39011 -1.10352
S 2.35027 -1.67318 -1.37379
C 3.71338 -1.48037 -0.18008
C 3.32473 -0.83884 1.16445
N 1.99956 -1.23364 1.59908
H 2.61244 -3.21219 1.53348
H 2.11498 -2.70934 3.13510
H -0.20630 -2.74880 2.56733
H 0.48439 -4.24922 1.93008
H -1.05878 -2.70519 0.54912
H -0.32808 -3.28108 -1.45925
H 0.19564 -4.63338 -0.45014
H 1.89203 -3.89587 -2.06216
H 2.48279 -3.84590 -0.40500
H 4.44765 -0.85011 -0.67993
H 4.15613 -2.46801 -0.05347
H 3.33302 0.24319 1.05556
H 4.10897 -1.10384 1.89026
H 1.63630 -0.58918 2.29075
S -2.18213 2.28794 -0.34688
C -2.56359 2.15649 1.35454
S -1.60358 1.05511 2.30107
C -3.57434 2.88475 1.91852
C -3.82783 2.80456 3.31751
N -4.02122 2.75404 4.45149
C -4.39787 3.75594 1.15319
N -5.07348 4.46090 0.54313
N 0.59752 1.04635 -2.31466
C 0.61747 2.44084 -2.56739
C -0.05284 2.94208 -3.67716
C -0.03774 4.29536 -3.95862
C 0.65402 5.15624 -3.12224
C 1.28881 4.65961 -1.99792
C 1.27798 3.29683 -1.68441
C 1.88171 2.88443 -0.38573
C 3.06283 3.52582 0.01113
C 3.53384 3.44388 1.30917
C 2.80278 2.75067 2.26103
C 1.67054 2.05554 1.86674
C 1.22807 2.05567 0.54454
H 0.16400 0.52564 -3.06530
H 1.50605 0.65196 -2.10512
H -0.58565 2.25113 -4.32151
H -0.55433 4.66587 -4.83378
H 0.68956 6.21608 -3.33648
H 1.77265 5.34506 -1.31595
H 3.61056 4.11533 -0.71371
H 4.45169 3.94806 1.58360
H 3.12074 2.73334 3.29575
H 1.09950 1.51993 2.61696
```

Computed properties:
electronic energy	-2535.66579	a.u.
maximum force	0.39	eV/A
Kohn-Sham gap	7.8	eV
relative energy (zero: lowest compared OMol25 entry of this formula, charge and spin)	0.370	eV